Record 1
C26H40BN9O7PSY | ωB97M-V/def2-TZVPD

Geometry as XYZ:
```
86
Properties=species:S:1:pos:R:3:mulliken_charge:R:1
Y 2.0231 0.2637 0.4571 0.402
O 0.6553 1.5378 4.6799 -0.546
C 1.1855 1.4290 3.4587 0.150
O 1.0114 0.4747 2.7475 0.115
C 2.0323 2.5969 3.0691 0.423
C 2.1078 3.7592 3.8092 -0.880
C 2.8997 4.7884 3.3200 -0.942
C 3.5438 4.6044 2.1126 -0.944
C 3.3854 3.3990 1.4382 1.151
N 2.6540 2.4194 1.9161 0.632
C 3.9365 3.1016 0.0620 0.265
O 4.7181 4.0194 -0.5256 -0.526
O 3.6844 2.0820 -0.5114 -0.364
H 0.1687 0.7094 4.8332 0.395
H 1.5662 3.8468 4.7400 0.550
H 3.0023 5.7184 3.8638 0.427
H 4.1619 5.4019 1.7182 0.267
H 4.8069 4.8030 0.0308 0.248
B 3.6630 -0.9635 -2.3168 0.156
N 3.2434 -2.1814 -1.4155 -0.600
C 3.5510 -3.4747 -1.5476 -0.185
C 3.0203 -4.1714 -0.4709 -1.354
C 2.3934 -3.1885 0.2931 -0.614
N 2.5315 -1.9908 -0.2783 1.013
N 2.3434 -0.2659 -2.7728 -0.419
C 1.8092 -0.1368 -3.9880 -0.323
C 0.6066 0.5530 -3.8753 -1.637
C 0.4883 0.8097 -2.5096 -0.797
N 1.5371 0.3174 -1.8515 1.301
H 4.2425 -1.3865 -3.2961 -0.182
H 4.3103 -0.1897 -1.6447 -0.085
H 4.1250 -3.8081 -2.3982 0.470
H 3.0829 -5.2281 -0.2710 0.445
H 1.8655 -3.2718 1.2304 0.599
H 2.3198 -0.5428 -4.8480 0.441
H -0.0685 0.8363 -4.6666 0.481
H -0.2898 1.3181 -1.9567 0.855
O -0.2095 -0.6710 0.6412 0.245
P -1.5119 -0.8569 -0.0703 -2.203
N -2.3011 0.5713 -0.2041 0.879
C -2.2507 1.4416 1.0087 0.532
C -3.3540 2.4725 0.7677 -0.818
C -4.3488 1.7367 -0.1284 -0.749
C -3.4284 0.9732 -1.0700 -0.387
N -2.3177 -1.9606 0.8489 0.543
C -2.0396 -2.1628 2.2824 -0.271
C -3.3794 -1.8782 2.9458 -0.537
C -4.3799 -2.4850 1.9571 -0.756
C -3.7279 -2.2869 0.5686 -0.160
N -1.3371 -1.4454 -1.5819 0.939
C -2.3253 -1.4920 -2.6788 -0.583
C -1.7988 -2.5926 -3.5998 -0.818
C -1.1005 -3.5480 -2.6355 -0.869
C -0.3798 -2.5825 -1.7120 0.101
H -1.2563 1.8786 1.1024 -0.838
H -2.4642 0.8506 1.9058 0.038
H -2.9488 3.3373 0.2361 0.278
H -3.7911 2.8248 1.7023 0.411
H -5.0350 2.3971 -0.6603 0.472
H -4.9383 1.0293 0.4652 0.195
H -3.0741 1.6366 -1.8658 0.238
H -3.9180 0.1303 -1.5430 0.379
H -1.2127 -1.5343 2.6032 -0.139
H -1.7543 -3.2044 2.4607 0.419
H -3.5339 -0.7990 3.0220 0.143
H -3.4592 -2.3059 3.9461 0.481
H -5.3654 -2.0231 2.0131 0.373
H -4.5036 -3.5500 2.1596 0.335
H -4.2127 -1.4784 0.0143 0.029
H -3.8142 -3.1923 -0.0348 0.299
H -2.3840 -0.5332 -3.1940 0.174
H -3.3240 -1.7522 -2.3181 0.387
H -1.0641 -2.1715 -4.2913 0.309
H -2.5991 -3.0499 -4.1814 0.438
H -0.4170 -4.2422 -3.1258 0.390
H -1.8413 -4.1251 -2.0724 0.307
H 0.5475 -2.2212 -2.1651 -0.299
H -0.1265 -3.0045 -0.7419 0.271
C 0.7240 3.3354 -0.4993 -1.215
O 0.7664 2.2530 0.3492 0.340
H -0.2936 3.7539 -0.6166 0.203
H 1.1014 3.1321 -1.5123 0.358
H 1.3321 4.1951 -0.1309 0.267
O 2.7185 -1.6577 2.9670 -0.456
S 4.0042 -1.0522 2.5664 0.039
N 4.0095 -0.0798 1.4649 -0.105
```

The calculation puts the frontier orbital gap at 0.2689 hartree. For the total energy, the calculation gives -77206.0561 eV. The energy above the lowest of the compared OMol25 structures with the same formula, charge and spin comes out at 103.6 kJ/mol.

Record 2
C26H40Cl3N4O3PmSi | ωB97M-V/def2-TZVPD

Geometry as XYZ:
```
78
Properties=species:S:1:pos:R:3:lowdin_spin:R:1
C -1.5808 -2.2555 -3.3005 0.000
C -1.1951 -2.9898 -2.0515 0.000
H -1.8505 -2.9516 -4.1029 0.000
H -0.7511 -1.6213 -3.6548 0.000
H -2.4404 -1.6072 -3.0924 0.000
C -0.5888 -4.1922 -2.0572 0.000
C -0.2817 -4.9547 -3.3046 0.000
H -0.3357 -4.7039 -1.1205 0.000
H -0.0105 -4.2942 -4.1459 0.000
H -1.1369 -5.5731 -3.6285 0.000
H 0.5559 -5.6429 -3.1177 0.000
Pm 0.1256 1.0702 -0.3713 4.033
Cl -2.4769 1.6013 0.2136 -0.007
Cl 2.3812 2.1115 -1.3990 -0.008
H 0.7711 5.2267 4.2099 0.000
H -1.3305 6.1433 3.6006 0.000
C 1.0054 4.8413 3.2132 0.000
C -1.1507 5.8904 2.5492 0.000
N -0.2482 4.7368 2.4687 0.000
H 1.4786 3.8588 3.2839 0.000
C -0.4622 3.7451 1.6081 0.000
O 0.3648 2.8373 1.3254 -0.003
H -2.1004 5.6430 2.0634 0.000
H -1.4661 3.7577 1.1464 0.000
H 1.6895 5.5453 2.7208 0.000
H -0.7159 6.7688 2.0492 0.000
H 1.3756 -1.5412 -2.4284 0.000
H 2.2428 -4.0508 -0.8887 0.000
C 2.4329 -1.3770 -2.1587 0.000
C 3.1198 -3.3877 -0.8407 0.000
N 2.7285 -1.9780 -0.8587 0.000
H 2.6397 -0.2972 -2.1310 0.000
C 2.5349 -1.3014 0.2850 0.000
O 1.9974 -0.1747 0.3478 -0.005
H 3.6654 -3.6005 0.0860 0.000
H 2.8918 -1.8175 1.1949 0.000
H 3.0715 -1.8618 -2.9068 0.000
H 3.7575 -3.5941 -1.7041 0.000
O -0.5920 -1.0683 -0.7893 -0.006
C -1.3904 -2.1896 -0.7646 0.000
C 0.0506 -3.3320 0.9839 0.000
C -1.2201 -3.0526 0.4977 0.000
H 0.8969 -2.8761 0.4681 0.000
C 0.2234 -4.2129 2.0506 0.000
H -2.4488 -1.8721 -0.7801 0.000
C -2.3334 -3.6239 1.1015 0.000
H 1.2375 -4.4100 2.4107 0.000
C -0.8883 -4.8610 2.5957 0.000
C -2.1722 -4.5509 2.1293 0.000
H -3.3184 -3.3697 0.6981 0.000
H -0.7457 -5.6063 3.3866 0.000
H -3.0532 -5.0439 2.5484 0.000
Si -0.6311 3.8040 -3.3536 0.000
Cl -0.6784 1.6173 -2.9857 -0.004
C 1.1131 4.4607 -3.3013 0.000
C -1.7488 4.5302 -2.0567 0.000
C -1.2046 4.2133 -5.0825 0.000
H 1.6938 3.9724 -2.5025 0.000
H 1.0909 5.5480 -3.1218 0.000
H 1.6271 4.2808 -4.2570 0.000
H -0.4645 3.8840 -5.8252 0.000
H -1.2756 5.3104 -5.1570 0.000
H -2.1837 3.7921 -5.3378 0.000
H -1.7396 3.9876 -1.1022 0.000
H -2.7833 4.5341 -2.4297 0.000
H -1.4379 5.5723 -1.8921 0.000
N 3.3484 -0.0788 5.8124 0.000
C 2.3646 -0.2489 5.1990 0.000
C 1.1468 -0.4510 4.4489 0.000
C 0.0457 -1.1163 5.0042 0.000
C -1.1008 -1.2754 4.2350 0.000
C -1.1134 -0.7211 2.9473 0.000
N -0.0730 -0.0810 2.4218 -0.001
C 1.0467 0.0438 3.1375 0.000
H 0.1131 -1.4954 6.0243 0.000
H -1.9808 -1.8085 4.5893 0.000
H -1.9984 -0.7747 2.3053 0.000
H 1.8700 0.5610 2.6416 0.000
```

The calculation puts the frontier orbital gap (spin up / spin down) at 0.3136 / 0.3143 hartree. Its spin multiplicity is 5. The expectation value of S² is 6.00. For the total energy, the calculation gives -101720.8723 eV. The energy above the lowest of the compared OMol25 structures with the same formula, charge and spin comes out at 41.2 kJ/mol.

Record 3
C26H40CoN5O3S2Sb | ωB97M-V/def2-TZVPD

Geometry as XYZ:
```
78
Properties=species:S:1:pos:R:3:lowdin_spin:R:1
Co 1.5413 0.3674 0.3409 0.985
N 4.0146 -2.9477 -0.6001 -0.001
C 3.2681 -1.9939 0.0528 -0.001
S 3.8018 -0.3390 -0.0430 0.004
N 2.2084 -2.4053 0.6767 -0.002
N 1.5128 -1.3298 1.2522 -0.019
C 0.9405 -1.6241 2.3612 -0.004
C 0.2308 -0.6973 3.2145 -0.001
C -0.4878 -1.2243 4.2942 0.000
C -1.1601 -0.4126 5.1814 -0.001
C -1.0847 0.9706 4.9975 0.000
C -0.3740 1.5159 3.9535 -0.001
C 0.2977 0.7076 3.0053 0.002
O 0.9335 1.2546 2.0142 -0.002
H 4.9776 -2.7099 -0.7620 0.000
H 3.8313 -3.8964 -0.3112 0.000
H 1.0417 -2.6537 2.7002 -0.001
H -0.4998 -2.3010 4.4258 0.000
H -1.7194 -0.8332 6.0051 0.000
H -1.5888 1.6318 5.6924 0.000
H -0.3052 2.5909 3.8390 0.000
C 2.8362 -1.0775 -3.5167 0.001
C 1.9836 -0.1030 -2.7557 0.008
O 1.2964 -0.4388 -1.8008 0.014
N 2.0103 1.1847 -3.1906 0.002
C 1.1872 2.2021 -2.5726 0.000
C 1.8538 2.9253 -1.4260 0.000
C 2.1080 4.2866 -1.4983 0.000
C 2.7807 4.9114 -0.4602 -0.001
C 3.2121 4.1476 0.6075 0.000
C 2.9200 2.7928 0.6121 -0.001
N 2.2339 2.1941 -0.3675 -0.004
H 2.5601 -2.0844 -3.2181 0.000
H 3.8771 -0.9138 -3.2325 0.001
H 2.7320 -0.9529 -4.5941 0.000
H 2.7221 1.4490 -3.8504 0.000
H 0.2893 1.7129 -2.1961 0.000
H 0.9066 2.9293 -3.3367 0.000
H 1.7855 4.8405 -2.3702 0.000
H 2.9775 5.9752 -0.4952 0.000
H 3.7566 4.5799 1.4342 0.000
H 3.2155 2.1525 1.4313 0.000
O -0.5639 1.2648 -0.3285 0.017
S -1.4687 1.9532 0.6636 0.002
C -2.7930 2.6082 -0.3730 0.002
C -2.1950 3.8144 -1.0838 0.000
C -1.5203 4.6171 0.0271 0.000
C -0.7726 3.6194 0.9192 0.000
H -3.6255 2.8858 0.2775 0.000
H -3.1018 1.7911 -1.0234 0.000
H -2.9455 4.3920 -1.6239 0.000
H -1.4544 3.4656 -1.8071 0.000
H -2.2861 5.1284 0.6149 0.000
H -0.8442 5.3797 -0.3611 0.000
H -0.8331 3.8529 1.9804 0.000
H 0.2779 3.4968 0.6735 0.000
C -0.5723 -4.9405 1.0094 0.000
C -1.1158 -4.5195 -0.3502 0.000
Sb -1.2664 -2.3776 -0.5498 0.000
C -2.3986 -2.5052 -2.3854 0.000
C -1.4799 -2.7971 -3.5678 0.000
C -2.9594 -2.1687 0.7872 0.000
C -4.0750 -3.1972 0.6770 0.000
H -0.5046 -6.0274 1.1051 0.000
H -1.2153 -4.5864 1.8202 0.000
H 0.4244 -4.5266 1.1712 0.000
H -2.1031 -4.9476 -0.5377 0.000
H -0.4593 -4.8661 -1.1511 0.000
H -2.9177 -1.5557 -2.5354 0.000
H -3.1580 -3.2827 -2.2819 0.000
H -0.6896 -2.0468 -3.6475 0.000
H -2.0209 -2.8111 -4.5173 0.000
H -0.9901 -3.7677 -3.4619 0.000
H -3.3444 -1.1587 0.6180 0.000
H -2.5395 -2.1593 1.7967 0.000
H -4.4812 -3.2521 -0.3348 0.000
H -4.9061 -2.9626 1.3475 0.000
H -3.7257 -4.1971 0.9391 0.000
```

The calculation puts the frontier orbital gap (spin up / spin down) at 0.2625 / 0.2593 hartree. Its spin multiplicity is 2. The expectation value of S² is 1.08. For the total energy, the calculation gives -107039.5454 eV. The energy above the lowest of the compared OMol25 structures with the same formula, charge and spin comes out at 19.7 kJ/mol.

The lowest energy above the lowest of the compared OMol25 structures with the same formula, charge and spin belongs to which entry? C26H40CoN5O3S2Sb

Among the records above, which one has the highest energy above the lowest of the compared OMol25 structures with the same formula, charge and spin? C26H40BN9O7PSY

Look up the energy above the lowest of the compared OMol25 structures with the same formula, charge and spin of the second one. 41.2 kJ/mol